{"formula": "C5H7FO2", "method": "wB97M-V/def2-TZVPD", "species": ["C", "C", "C", "C", "C", "O", "O", "F", "H", "H", "H", "H", "H", "H", "H"], "coordinates": [[0.94576, -0.60749, -1.71964], [1.04203, -0.15994, -0.46742], [-1.90835, -2.62598, -1.98045], [0.15381, 0.35372, 1.85308], [-0.16974, -0.06472, 0.34779], [-2.73530, -2.08526, -1.09960], [-1.29119, -0.32700, 0.05345], [-2.33489, -3.86566, -2.16658], [1.70079, -0.95583, -2.32526], [-0.01024, -0.79329, -2.03820], [1.99368, 0.08306, 0.00928], [-0.78130, 0.51377, 2.35144], [0.73533, -0.41905, 2.47366], [0.65856, 1.27104, 1.79608], [-2.60759, -1.16570, -0.97059]], "forces_ev_per_angstrom": [[0.0, 0.5, 2.4], [0.7, 0.0, -1.1], [-0.8, 1.1, 0.8], [-0.4, -2.3, -0.7], [2.0, 0.6, 3.6], [-0.4, -3.3, -1.6], [-1.4, 0.1, -1.0], [0.0, 0.2, 0.4], [1.9, -0.1, -1.2], [-2.2, -0.5, -1.0], [-0.3, -0.2, -0.1], [-0.5, 0.0, 0.3], [-0.6, 1.1, -1.3], [1.1, 1.3, 0.2], [1.1, 1.6, 0.3]], "lowdin_charge": [0.095, -0.085, -0.120, -0.009, -0.427, 0.046, 0.062, 0.019, 0.052, 0.007, 0.108, 0.059, 0.112, 0.046, 0.037], "orbital_gap_ev": 9.7543, "lumo_energy_ev": 0.03, "total_charge": 0, "e_tot_ha": -444.95577, "relative_energy_kj_mol": 204.1}